(1)
The following is a quantum chemistry calculation of 11 unconnected molecules or ions with the total composition C32H53BBrFIN12O2 in a non-equilibrium geometry, from the OMol25 dataset.

Geometry as XYZ:
```
103
Properties=species:S:1:pos:R:3:forces:R:3:mulliken_charge:R:1
C 5.954 0.578 5.334 -0.309 -0.634 -0.398 -0.874
B 5.392 1.178 4.016 0.226 0.045 0.151 0.649
O 6.157 1.295 2.858 -1.041 -0.345 -0.634 -0.714
C 3.857 1.628 3.957 -0.057 0.749 0.567 -1.571
N 3.134 0.337 3.881 0.384 0.125 -0.386 0.102
C 1.920 0.315 3.068 -0.211 -0.040 0.185 0.683
C 0.721 0.964 3.772 0.035 0.068 0.007 -1.449
C -0.647 0.796 3.117 -0.057 -0.023 0.215 -0.382
C -1.691 1.667 3.812 0.145 -0.024 0.228 -1.339
I -1.224 -1.277 3.257 0.019 -0.091 -0.096 0.081
C 2.190 0.862 1.658 -0.181 -0.022 0.194 -1.029
N 3.407 1.755 1.574 -0.156 -0.177 -0.253 0.299
C 3.432 2.542 0.288 -0.112 0.137 0.071 0.404
C 2.901 1.790 -0.897 0.153 -0.227 -0.096 -1.546
F 4.754 2.839 0.084 -0.029 0.030 0.050 -0.364
C 3.467 2.582 2.834 0.191 0.014 0.075 -0.368
C 4.421 3.780 2.728 0.035 0.150 -0.192 -0.721
C 4.525 4.430 4.090 0.012 -0.099 -0.058 -0.039
O 5.348 4.199 4.903 0.083 0.011 -0.001 -0.412
Br 3.078 5.676 4.440 -0.096 0.026 0.039 -0.146
H 6.581 -0.289 5.092 0.149 0.107 0.225 0.268
H 5.139 0.219 5.967 0.186 0.087 0.212 0.318
H 6.560 1.304 5.882 -0.038 0.009 -0.044 0.301
H 6.521 0.472 2.516 0.661 0.130 0.416 0.303
H 3.620 2.153 4.893 -0.134 0.006 -0.088 0.538
H 2.918 0.036 4.825 0.111 -0.274 -0.099 0.430
H 1.669 -0.739 2.918 -0.002 0.042 -0.016 0.719
H 0.659 0.502 4.763 0.007 0.135 0.010 0.668
H 0.881 2.037 3.945 0.037 -0.037 -0.076 0.195
H -0.640 0.997 2.046 0.018 -0.071 0.034 0.484
H -1.426 1.795 4.865 -0.022 -0.078 -0.031 0.275
H -2.685 1.232 3.776 -0.019 0.158 -0.207 0.501
H -1.716 2.657 3.352 -0.049 -0.048 -0.008 0.340
H 2.323 0.037 0.965 0.043 0.084 -0.044 -0.245
H 1.346 1.474 1.338 0.052 -0.030 -0.050 0.554
H 4.251 1.169 1.552 0.054 0.086 0.148 0.617
H 2.889 3.472 0.476 -0.006 -0.051 -0.011 0.446
H 3.158 2.355 -1.793 -0.032 0.040 0.072 0.412
H 3.383 0.812 -0.964 -0.054 0.026 -0.072 0.336
H 1.822 1.653 -0.861 0.042 -0.002 -0.010 0.345
H 2.453 2.965 2.973 0.012 -0.039 -0.097 0.610
H 5.422 3.489 2.413 -0.032 -0.139 0.148 0.438
H 4.042 4.521 2.025 -0.021 -0.030 0.036 0.713
C 4.591 -3.089 4.241 0.023 -0.088 -0.026 -0.568
C 4.164 -2.612 5.548 -0.062 0.016 -0.040 0.464
N 3.815 -2.217 6.568 -0.072 0.125 -0.015 -0.538
H 5.652 -3.336 4.268 -0.011 -0.008 -0.006 0.337
H 4.017 -3.977 3.977 -0.013 0.012 0.016 0.328
H 4.411 -2.310 3.499 -0.026 -0.012 0.005 0.028
C -0.030 -3.985 6.235 -0.102 -0.014 0.023 -0.676
C 1.036 -4.612 5.468 0.025 0.032 0.028 0.427
N 1.874 -5.105 4.860 0.106 0.012 -0.092 -0.451
H 0.000 -2.906 6.095 0.007 -0.004 0.003 0.086
H -0.992 -4.361 5.890 -0.006 0.024 0.019 0.297
H 0.081 -4.214 7.293 0.038 0.000 -0.011 0.306
C 3.050 -2.991 -1.393 0.005 0.023 -0.044 -0.957
C 2.619 -2.598 -0.058 -0.100 -0.215 -0.009 0.500
N 2.258 -2.348 1.003 0.167 0.243 0.017 -0.404
H 3.138 -2.115 -2.034 -0.033 -0.006 -0.001 0.273
H 4.012 -3.497 -1.338 -0.007 -0.004 0.004 0.348
H 2.315 -3.667 -1.825 -0.006 0.013 0.003 0.284
C -0.605 1.340 -3.890 -0.002 0.038 0.005 -0.913
C -0.171 0.360 -2.902 -0.028 -0.011 -0.025 0.523
N 0.165 -0.415 -2.125 0.171 0.050 0.076 -0.440
H -1.416 1.946 -3.490 -0.012 -0.003 -0.034 0.284
H 0.227 1.987 -4.164 -0.006 -0.002 -0.005 0.327
H -0.963 0.833 -4.784 -0.006 0.014 0.001 0.238
C -4.369 -0.231 -4.752 -0.042 -0.017 0.002 -0.764
C -4.013 1.181 -4.814 -0.102 -0.063 -0.016 0.404
N -3.738 2.294 -4.865 0.126 0.035 0.028 -0.435
H -4.881 -0.443 -3.815 -0.004 -0.001 -0.009 0.321
H -5.025 -0.488 -5.582 0.012 -0.025 0.006 0.281
H -3.475 -0.850 -4.812 -0.016 -0.014 -0.003 0.208
C -5.110 4.853 3.690 -0.023 0.034 0.011 -0.573
C -4.704 3.701 2.896 -0.056 0.007 0.008 0.396
N -4.390 2.787 2.276 0.042 -0.006 -0.033 -0.420
H -5.473 5.645 3.038 0.002 -0.002 0.004 0.291
H -5.909 4.577 4.375 -0.002 0.037 0.005 0.060
H -4.263 5.225 4.264 -0.010 0.005 0.002 0.264
C -2.066 -2.126 -8.087 0.016 0.000 -0.048 -0.638
C -3.262 -2.666 -7.455 -0.003 -0.073 -0.122 0.385
N -4.210 -3.112 -6.987 -0.060 0.053 0.104 -0.432
H -2.142 -1.042 -8.164 0.003 -0.006 -0.009 0.264
H -1.186 -2.386 -7.502 0.000 -0.002 -0.012 0.273
H -1.972 -2.548 -9.087 -0.016 0.000 0.003 0.160
C -5.952 -5.266 -9.685 -0.040 0.015 0.009 -0.846
C -4.772 -4.618 -10.241 0.014 -0.027 0.067 0.306
N -3.835 -4.113 -10.666 0.067 0.076 0.013 -0.335
H -6.586 -5.634 -10.489 0.001 0.002 0.007 0.329
H -5.648 -6.100 -9.055 -0.002 0.006 0.000 0.265
H -6.509 -4.551 -9.082 0.010 -0.007 0.008 0.278
C -9.086 2.833 5.838 -0.023 -0.010 -0.014 -0.770
C -8.499 4.166 5.787 -0.053 -0.005 0.065 0.370
N -8.044 5.220 5.762 0.100 -0.025 -0.076 -0.404
H -9.735 2.751 6.708 0.002 -0.001 -0.004 0.291
H -9.671 2.651 4.939 0.000 -0.004 0.007 0.263
H -8.299 2.083 5.909 -0.008 0.000 0.000 0.269
C -1.518 -3.923 -13.014 0.015 0.039 -0.026 -0.653
C -0.322 -3.237 -13.489 0.000 -0.055 0.005 0.265
N 0.625 -2.701 -13.852 0.037 0.048 0.000 -0.358
H -2.104 -4.281 -13.858 0.005 0.002 0.003 0.302
H -1.237 -4.770 -12.392 -0.016 0.000 -0.001 0.251
H -2.129 -3.248 -12.420 -0.024 -0.033 0.002 0.200
```
Forces are in eV/Å.

The lowest unoccupied orbital energy comes out at -2.257 eV. As for the net charge: +1. For the calculated total energy, the calculation gives -5054.87076 Eh. The value obtained for the HOMO-LUMO gap is 9.198 eV.


(2)
The following is a quantum chemistry calculation of a molecular structure, C32H53Cl3N7O4PReSSi2 in a non-equilibrium geometry, from the OMol25 dataset.

Geometry as XYZ:
```
104
Properties=species:S:1:pos:R:3:forces:R:3:mulliken_charge:R:1
Re -0.281 -1.447 0.893 -0.463 0.562 -0.795 1.686
C -4.982 -2.232 3.879 0.008 0.012 0.001 -0.839
N -4.064 -2.210 2.741 0.007 -0.011 -0.007 0.153
C -4.339 -2.698 1.494 -0.012 -0.010 -0.011 -0.756
C -3.234 -2.480 0.733 -0.032 0.079 0.030 -0.690
N -2.284 -1.859 1.508 -0.145 -0.135 -0.128 0.974
C -2.816 -1.704 2.718 0.056 -0.007 0.004 -0.071
P -1.991 -0.893 4.112 -0.032 -0.007 0.031 -0.703
C -0.437 -1.818 4.030 -0.003 -0.038 0.064 -0.267
N 0.280 -2.062 2.933 0.288 -0.098 -0.020 1.130
C 1.367 -2.796 3.342 -0.080 -0.046 -0.016 -1.270
C 1.299 -2.982 4.686 0.030 0.045 0.008 -0.996
N 0.160 -2.359 5.107 -0.003 -0.050 -0.020 0.212
C -0.308 -2.307 6.491 -0.012 0.030 -0.005 -0.846
C -1.388 0.519 3.143 0.183 -0.027 0.086 -0.159
N -0.717 0.418 2.000 0.342 -0.019 0.106 0.700
C -0.379 1.694 1.624 -0.190 0.068 -0.122 -0.565
C -0.845 2.563 2.564 0.054 0.022 -0.015 -1.732
N -1.473 1.810 3.520 -0.060 0.010 -0.073 0.235
C -2.090 2.343 4.733 0.021 0.010 0.027 -0.904
H -5.833 -2.851 3.615 -0.001 -0.003 0.006 0.337
H -4.491 -2.661 4.748 -0.003 -0.002 0.000 0.338
H -5.329 -1.226 4.107 -0.004 -0.002 -0.002 0.334
H -5.281 -3.163 1.257 -0.002 0.009 0.001 0.477
H -3.059 -2.723 -0.299 0.011 -0.019 0.000 0.620
H 2.101 -3.171 2.654 0.001 0.008 -0.029 0.730
H 1.957 -3.497 5.363 -0.018 -0.017 0.003 0.554
H 0.417 -2.824 7.111 -0.003 0.000 0.005 0.356
H -0.387 -1.275 6.823 0.014 0.003 -0.005 0.345
H -1.271 -2.805 6.584 0.003 -0.003 -0.002 0.322
H 0.105 1.899 0.685 0.132 -0.003 -0.052 0.780
H -0.794 3.637 2.626 -0.029 0.001 -0.013 0.639
H -2.537 3.306 4.503 -0.004 -0.001 0.003 0.368
H -2.867 1.667 5.077 0.005 -0.004 0.000 0.346
H -1.341 2.465 5.513 -0.004 0.000 0.000 0.331
O 1.708 0.579 4.327 -0.131 -0.025 -0.017 -0.406
C 3.106 0.495 4.034 0.046 0.023 -0.028 -1.144
C 3.382 -0.264 2.749 0.098 -0.023 -0.082 0.020
C 2.753 0.366 1.501 0.028 -0.075 0.029 0.457
C 2.823 -0.551 0.316 0.059 -0.052 -0.025 0.117
C 4.035 -0.658 -0.356 -0.010 -0.176 0.171 -0.528
C 4.183 -1.538 -1.408 0.030 -0.055 -0.007 -0.903
C 3.075 -2.260 -1.817 0.017 0.073 -0.076 -1.035
C 1.889 -2.078 -1.149 -0.012 -0.022 0.012 -0.892
N 1.746 -1.276 -0.072 0.013 0.208 0.576 0.960
H 1.348 1.337 3.856 0.019 0.042 -0.020 0.197
H 3.561 -0.034 4.870 -0.003 0.019 0.007 0.481
H 3.550 1.495 4.000 -0.038 0.005 0.002 0.396
H 3.017 -1.282 2.857 0.077 0.064 0.031 0.038
H 4.466 -0.330 2.612 -0.004 -0.025 0.016 0.478
H 3.299 1.281 1.258 -0.095 0.037 -0.023 0.800
H 1.717 0.627 1.683 -0.016 -0.015 0.094 -1.381
H 4.868 -0.054 -0.020 0.001 0.003 0.012 0.551
H 5.139 -1.657 -1.901 -0.010 0.033 -0.024 0.497
H 3.116 -2.948 -2.647 -0.006 -0.010 -0.027 0.639
H 1.003 -2.596 -1.485 -0.007 -0.021 0.004 0.455
C 1.805 -1.336 -5.346 0.016 0.019 0.072 -1.600
C 0.553 -0.570 -4.961 -0.116 -0.105 -0.043 1.740
C -0.692 -1.426 -5.131 -0.013 0.003 0.041 -1.475
C 0.463 0.709 -5.780 0.003 0.013 0.047 -1.571
O 0.696 -0.260 -3.534 0.054 0.159 -0.057 0.556
Si -0.144 0.664 -2.522 0.188 -0.070 0.049 -3.483
S -1.132 -0.634 -1.006 -0.111 -0.353 0.128 0.513
O -1.389 1.344 -3.261 -0.091 0.000 -0.027 1.153
C -2.590 2.092 -2.930 0.057 0.026 0.001 1.730
C -2.762 3.107 -4.047 0.026 0.012 0.004 -1.768
C -2.416 2.782 -1.584 -0.004 -0.006 0.009 -1.146
C -3.752 1.113 -2.901 -0.007 0.010 0.005 -1.521
O 0.801 1.628 -1.623 -0.021 -0.004 0.180 0.922
C 1.777 2.631 -2.054 0.041 -0.026 -0.019 1.675
C 3.035 1.905 -2.502 0.016 0.038 0.031 -1.078
C 1.197 3.476 -3.178 -0.055 -0.005 0.037 -1.452
C 2.051 3.498 -0.835 0.018 -0.039 -0.010 -1.467
H 1.780 -1.575 -6.409 0.007 -0.010 0.005 0.468
H 1.875 -2.268 -4.787 -0.008 -0.092 0.048 0.217
H 2.697 -0.739 -5.147 -0.007 0.005 -0.005 0.343
H -0.792 -1.747 -6.168 -0.002 -0.001 0.000 0.544
H -1.587 -0.864 -4.859 -0.001 0.013 -0.004 0.101
H -0.630 -2.316 -4.501 0.011 -0.004 -0.009 0.279
H 0.337 0.453 -6.832 0.021 -0.006 0.002 0.637
H 1.381 1.292 -5.688 0.004 0.009 0.006 0.300
H -0.387 1.319 -5.478 -0.017 0.002 0.004 0.148
H -1.893 3.764 -4.107 -0.007 0.005 0.008 0.321
H -3.647 3.719 -3.870 -0.008 0.000 -0.005 0.480
H -2.881 2.600 -5.005 0.002 -0.002 0.006 0.327
H -1.555 3.451 -1.595 0.006 0.012 -0.010 0.144
H -2.279 2.048 -0.784 -0.012 -0.007 -0.001 0.079
H -3.304 3.370 -1.355 -0.004 0.001 0.007 0.635
H -3.818 0.576 -3.848 0.002 0.008 0.000 0.328
H -4.687 1.654 -2.749 -0.005 -0.003 -0.005 0.472
H -3.638 0.391 -2.093 0.009 -0.009 -0.002 0.181
H 2.826 1.246 -3.345 -0.002 0.003 -0.022 0.014
H 3.434 1.301 -1.685 -0.064 0.108 -0.109 0.050
H 3.797 2.625 -2.802 0.000 0.017 -0.007 0.557
H 0.917 2.864 -4.035 0.002 -0.025 -0.033 0.171
H 1.939 4.202 -3.512 0.000 0.002 -0.002 0.614
H 0.315 4.022 -2.841 -0.008 0.001 0.000 0.294
H 2.646 2.963 -0.091 -0.104 -0.014 -0.004 0.064
H 1.110 3.820 -0.384 0.005 0.046 -0.011 0.322
H 2.607 4.389 -1.127 0.023 -0.002 0.009 0.464
Cl 1.710 -4.790 0.683 -0.043 -0.055 -0.061 -0.286
Si -0.175 -3.949 0.670 0.055 -0.100 0.161 0.608
Cl -1.210 -4.886 2.195 0.030 0.030 -0.017 -0.314
Cl -1.044 -4.593 -1.076 0.002 0.035 -0.081 -0.257
```
Forces are in eV/Å.

The lowest unoccupied orbital energy (alpha / beta) comes out at -6.795 / -6.421 eV. As for the spin multiplicity: 2. As for the net charge: +2. For the calculated total energy, the calculation gives -4712.77070 Eh. The value obtained for the HOMO-LUMO gap (alpha / beta) is 6.914 / 7.011 eV. As for the relative energy (zero: lowest compared OMol25 entry of this formula, charge and spin): 0.00 kcal per mole.